This record from OMol25 describes a structure of composition C26H17Br2F6LiN3O7S2. The level of theory is wB97M-V/def2-TZVPD.

As for the lowest unoccupied orbital energy: 0.076 Eh. For the HOMO energy, the calculation gives -0.2189 hartree. Its charge is -1.

Each line ends with the Löwdin charge.
Element x y z (Å)
Li: 0.53424 0.69020 0.16770  0.62
O: -0.56006 -0.58499 1.05620  -0.08
C: -0.61745 -0.44475 2.47980  -0.33
C: 0.72231 0.27482 2.88323  -0.63
O: 1.04878 0.19712 4.06512  0.03
O: 1.28296 0.89230 1.93849  -0.08
C: -0.74640 -1.83981 3.06871  -0.13
C: -2.00103 -2.40760 3.26561  -0.03
C: -2.12988 -3.72553 3.68490  -0.09
C: -0.99879 -4.49192 3.91421  -0.11
C: 0.25755 -3.93310 3.71725  -0.08
C: 0.38322 -2.61925 3.29706  0.00
C: -1.74576 0.48483 2.89117  -0.15
C: -2.01837 0.66873 4.24620  -0.02
C: -3.01137 1.54423 4.64786  -0.08
C: -3.74730 2.25337 3.70437  -0.10
C: -3.47588 2.08116 2.35810  -0.07
C: -2.47746 1.20234 1.95326  -0.01
H: -1.37826 -0.97359 0.72693  0.11
H: -2.88952 -1.81042 3.09964  0.12
H: -3.11565 -4.14820 3.83529  0.10
H: -1.09300 -5.51829 4.24673  0.09
H: 1.14653 -4.52502 3.89621  0.10
H: 1.36344 -2.18575 3.15556  0.12
H: -1.42518 0.13569 4.97759  0.12
H: -3.20809 1.68077 5.70417  0.10
H: -4.52115 2.94191 4.02039  0.09
H: -4.02964 2.63436 1.61050  0.10
H: -2.27638 1.08607 0.89587  0.10
Br: 5.51017 2.55326 -3.03990  0.74
C: 4.40772 1.40145 -2.01567  -0.67
C: 4.40126 1.48877 -0.64194  -0.09
C: 3.53542 0.64694 0.04404  -0.12
N: 2.73762 -0.23728 -0.55014  0.12
C: 2.78209 -0.32153 -1.88159  -0.21
C: 3.60012 0.48851 -2.66267  -0.07
C: 1.86447 -1.33042 -2.50290  -0.20
C: 1.91125 -1.62172 -3.86698  -0.07
C: 1.00286 -2.53130 -4.36757  -0.69
Br: 1.00779 -2.93496 -6.21810  0.74
C: 0.08310 -3.13499 -3.53354  -0.11
C: 0.13667 -2.78616 -2.19155  -0.12
N: 0.99772 -1.91926 -1.68385  0.14
H: 5.01404 2.20253 -0.11165  0.11
H: 3.43938 0.71563 1.11953  0.11
H: 3.60067 0.44167 -3.74000  0.10
H: 2.62083 -1.15295 -4.52980  0.10
H: -0.64723 -3.83894 -3.90447  0.10
H: -0.56068 -3.23192 -1.49017  0.12
F: 2.10867 4.97695 -2.23210  0.13
C: 1.16117 4.30192 -2.88794  -0.68
F: 0.36480 5.17515 -3.50087  0.14
F: 1.74899 3.54427 -3.81162  0.13
S: 0.22516 3.28264 -1.67385  0.60
O: 1.20882 2.35601 -1.14769  -0.32
O: -0.37658 4.20398 -0.76150  -0.25
N: -0.77346 2.61606 -2.68084  -0.29
S: -1.62702 1.36114 -2.32583  0.59
O: -0.91125 0.39870 -1.51192  -0.33
O: -2.98907 1.63370 -1.98660  -0.26
C: -1.69512 0.58127 -3.99218  -0.67
F: -2.34301 -0.58592 -3.89744  0.13
F: -2.34463 1.35434 -4.86099  0.14
F: -0.47513 0.34279 -4.46781  0.14

Cartesian forces, eV/Å:
0.44 -0.08 -0.05
-0.23 -0.09 0.02
0.05 -0.01 0.01
-0.01 0.11 -0.08
0.03 -0.04 0.09
-0.11 0.04 -0.11
-0.06 -0.01 0.00
0.01 0.01 0.01
-0.01 -0.01 0.00
-0.01 -0.01 0.00
0.02 -0.01 0.00
0.03 -0.01 0.00
0.00 0.02 -0.01
-0.01 0.02 0.03
-0.01 0.00 0.00
-0.01 0.01 0.00
-0.01 0.01 0.01
-0.01 -0.06 -0.02
0.02 0.00 -0.02
-0.01 0.01 0.00
-0.01 0.00 0.00
0.00 -0.01 0.00
0.01 0.00 0.00
0.01 0.01 0.00
0.02 -0.01 -0.01
0.00 0.01 0.00
0.00 0.00 0.01
-0.01 0.00 -0.01
0.01 0.02 0.00
-0.01 -0.02 0.02
0.04 0.04 -0.05
0.00 0.00 0.07
-0.06 -0.05 0.00
0.17 0.28 -0.18
-0.08 -0.09 0.03
-0.02 -0.04 0.02
-0.02 -0.01 -0.05
-0.01 0.00 0.04
-0.01 0.00 0.01
0.00 0.00 0.01
0.01 0.01 -0.02
-0.01 -0.02 0.01
-0.01 0.00 -0.01
0.00 0.01 -0.01
-0.03 -0.01 0.05
-0.03 -0.01 -0.02
0.02 0.01 -0.01
0.00 0.00 0.00
-0.01 -0.01 0.01
-0.02 -0.01 -0.01
0.06 0.05 0.06
-0.02 0.01 0.01
0.02 -0.09 -0.03
0.28 -0.21 0.10
-0.22 0.08 0.13
0.04 0.05 -0.03
-0.22 0.21 -0.16
0.19 -0.18 0.01
-0.13 0.07 0.08
-0.06 -0.04 -0.01
-0.08 -0.03 0.01
0.00 0.03 0.00
-0.01 0.01 0.00
0.08 0.00 0.00

This record from OMol25 describes a cluster of 4 separate species, H8O4 in total. The level of theory is wB97M-V/def2-TZVPD.

As for the lowest unoccupied orbital energy: 0.024 Eh. For the HOMO energy, the calculation gives -0.4130 hartree. Its structure (SMILES) is O.O.O.O.

Each line ends with the Löwdin charge.
Element x y z (Å)
O: 22.03888 2.44405 -18.26877  -0.05
H: 21.20420 1.98730 -18.37326  0.03
H: 22.69489 1.81857 -18.57644  0.02
O: 28.84359 0.48176 -23.12404  -0.05
H: 28.04717 0.86279 -23.49386  0.03
H: 29.52131 1.13796 -23.28631  0.03
O: 24.06320 -3.45316 -23.15795  -0.05
H: 23.22983 -3.86883 -23.37920  0.03
H: 24.72757 -4.04198 -23.51592  0.03
O: 24.43530 -0.53686 -19.88529  -0.05
H: 24.47975 -0.91328 -20.76425  0.03
H: 24.52700 -1.28714 -19.29801  0.03

Cartesian forces, eV/Å:
-0.02 0.24 0.12
-0.21 -0.08 -0.02
0.27 -0.20 -0.13
0.03 -0.21 0.08
-0.23 0.07 -0.07
0.20 0.14 -0.01
0.03 0.22 0.15
-0.24 -0.07 -0.04
0.22 -0.12 -0.08
-0.10 0.29 0.14
0.01 -0.11 -0.30
0.04 -0.17 0.16

This record from OMol25 describes an isolated molecule of C5H8O at a distorted geometry. The level of theory is wB97M-V/def2-TZVPD.

As for the lowest unoccupied orbital energy: 0.040 Eh. For the HOMO energy, the calculation gives -0.3596 hartree. Its structure (SMILES) is C#C[C@H](C)OC.

Each line ends with the Löwdin charge.
Element x y z (Å)
C: 1.99950 0.38402 0.07112  -0.10
O: 1.08011 -0.67117 0.36130  -0.16
C: -0.17854 -0.59288 -0.31706  -0.42
C: -1.27963 -1.20776 0.54270  -0.04
C: -0.63364 0.78057 -0.59713  -0.11
C: -1.20802 1.84410 -0.60314  0.13
H: 2.21804 0.49475 -1.00456  0.09
H: 2.93909 0.14573 0.59112  0.09
H: 1.61958 1.33971 0.45464  0.08
H: -0.09010 -1.17936 -1.24808  0.15
H: -2.16322 -1.39499 -0.08368  0.09
H: -0.90658 -2.13794 0.96619  0.08
H: -1.60870 -0.53061 1.34409  0.09
H: -1.78789 2.72585 -0.47751  0.03

Cartesian forces, eV/Å:
0.11 -0.08 0.17
-0.14 0.45 -0.10
0.18 0.09 -0.22
-0.20 -0.11 0.10
-0.56 0.93 0.13
0.45 -0.99 0.13
-0.19 -0.16 0.24
-0.40 -0.03 -0.16
0.09 -0.14 -0.13
-0.03 0.29 0.11
0.31 -0.09 0.14
-0.13 -0.11 0.04
0.38 -0.21 -0.19
0.13 0.16 -0.26

This record from OMol25 describes a structure of composition C33H26Br2CrN2O5P at a distorted geometry. The level of theory is wB97M-V/def2-TZVPD.

As for the lowest unoccupied orbital energy (spin up / spin down): 0.082 / 0.079 Eh. For the HOMO energy (spin up / spin down), the calculation gives -0.0895 / -0.1311 hartree. The expectation value of S² is 6.0534. Its multiplicity is 5. Its charge is -1.

Each line ends with the Löwdin charge.
Element x y z (Å)
Cr: 0.26374 0.35361 1.76644  0.16
Br: -1.50718 1.04315 3.29173  1.05
C: -0.75467 0.07116 4.73504  -0.82
Br: 0.77608 -0.68484 3.91055  1.01
H: -1.43671 -0.71051 5.06864  0.03
H: -0.46361 0.74433 5.54109  0.02
O: 0.14366 -3.50356 1.39103  0.03
C: -0.46941 -2.39159 1.28323  -0.61
O: -0.33347 -1.39932 2.06545  -0.41
C: -1.47846 -2.28386 0.15017  -0.21
C: -2.14899 -3.46574 -0.23981  -0.02
C: -3.10971 -3.46706 -1.24931  -0.09
C: -3.42277 -2.28105 -1.89659  -0.09
C: -2.76657 -1.10218 -1.53740  -0.06
C: -1.78282 -1.07622 -0.52221  -0.26
P: -0.92726 0.48674 -0.12131  1.00
C: -2.32092 1.65584 -0.00129  -0.28
C: -2.70134 2.55714 -1.00558  -0.07
C: -3.77863 3.43042 -0.81939  -0.09
C: -4.49796 3.41167 0.37302  -0.11
C: -4.14251 2.51856 1.37931  -0.09
C: -3.06348 1.65063 1.19288  -0.20
C: 0.00445 0.96132 -1.60686  -0.27
C: 0.61086 2.23147 -1.64762  -0.08
C: 1.37951 2.63869 -2.74209  -0.09
C: 1.57292 1.77391 -3.81405  -0.11
C: 1.00916 0.50151 -3.78268  -0.08
C: 0.24208 0.09678 -2.68426  -0.07
H: -1.90502 -4.39697 0.27184  0.12
H: -3.60752 -4.39276 -1.51889  0.10
H: -4.17161 -2.26698 -2.68176  0.09
H: -3.02443 -0.19124 -2.07179  0.10
H: -2.17225 2.58841 -1.95369  0.10
H: -4.05346 4.12228 -1.61024  0.10
H: -5.33505 4.08801 0.51728  0.09
H: -4.69803 2.48914 2.31222  0.10
H: -2.79776 0.95568 1.99163  -0.09
H: 0.49577 2.91451 -0.80717  0.10
H: 1.83739 3.62342 -2.74245  0.09
H: 2.17995 2.08041 -4.66058  0.09
H: 1.17946 -0.19260 -4.60095  0.10
H: -0.14423 -0.92006 -2.67565  0.10
O: 2.54581 -4.84164 -3.87063  0.09
C: 1.43180 -4.34197 -3.29757  -0.47
O: 0.32047 -4.72745 -3.62114  0.08
C: 1.63864 -3.30040 -2.24496  -0.13
C: 0.50676 -2.88219 -1.53532  0.03
C: 0.61042 -1.89787 -0.54693  -0.11
C: 1.83565 -1.30259 -0.23249  -0.19
C: 2.96387 -1.72059 -0.94450  0.01
C: 2.87055 -2.70502 -1.94528  -0.02
N: 1.80141 -0.32309 0.76848  -0.03
C: 2.84385 0.30092 1.19986  -0.09
C: 2.71791 1.32334 2.25738  -0.28
C: 3.84609 1.99426 2.70975  -0.03
C: 3.67685 2.94881 3.70874  -0.10
C: 2.40133 3.19242 4.21073  -0.09
C: 1.33802 2.46924 3.69191  -0.16
N: 1.46684 1.53853 2.72456  -0.20
H: 3.39839 -4.56343 -3.50327  0.09
H: -0.47076 -3.31209 -1.74912  0.12
H: -0.28307 -1.58056 -0.01154  -0.02
H: 3.93924 -1.28795 -0.75092  0.09
H: 3.78342 -2.95557 -2.47275  0.10
H: 3.86263 0.12019 0.82286  0.11
H: 4.82982 1.78904 2.30478  0.11
H: 4.53063 3.49946 4.09440  0.09
H: 2.23762 3.92965 4.98951  0.09
H: 0.32459 2.62434 4.05176  0.07
O: 0.35200 1.74996 0.94376  -0.57

Cartesian forces, eV/Å:
-0.32 -1.24 -0.67
-0.81 0.82 2.69
0.70 -0.24 0.73
2.90 -2.05 6.70
0.09 0.19 -0.15
-0.11 -0.11 -0.10
-1.62 2.32 0.34
0.19 -4.32 1.93
-2.62 -4.00 -2.02
-5.59 -2.07 0.83
0.07 0.57 0.69
0.05 0.37 0.02
-0.03 -0.08 0.05
0.44 -0.55 0.61
-3.60 -0.05 -2.05
0.08 0.81 0.10
-0.63 0.26 0.07
-0.16 0.01 0.12
0.19 -0.29 0.24
0.06 0.00 -0.06
0.39 -0.20 -0.23
-0.74 0.33 -1.00
0.44 0.07 -0.75
-0.01 0.37 -0.21
-0.28 -0.43 0.20
0.00 -0.16 0.03
-0.06 0.10 0.33
-0.17 0.20 -0.35
0.12 0.34 -0.09
0.08 0.06 -0.01
0.05 0.00 0.02
0.17 0.01 0.12
0.07 -0.07 0.15
0.04 -0.08 0.07
0.07 -0.04 -0.03
0.04 0.02 -0.07
-1.52 0.20 -1.86
-0.07 -0.34 -0.22
-0.07 -0.08 0.02
-0.05 -0.02 0.03
-0.04 0.06 0.10
-0.08 0.44 -0.09
0.18 -0.78 -0.83
-0.97 0.63 0.85
1.61 0.09 -0.09
-0.22 -0.07 -0.12
0.36 0.81 0.62
3.32 -0.36 -2.26
-0.13 0.46 0.62
0.55 -0.56 -0.74
-0.29 0.75 0.90
-0.35 -2.38 -1.66
2.62 2.26 1.96
0.44 -2.30 -2.49
0.19 1.42 1.29
0.68 -0.51 -0.64
-0.49 0.07 -0.03
0.10 -0.31 -0.50
2.70 2.40 3.23
-0.71 0.28 0.27
0.49 0.02 -0.17
4.40 1.12 -2.09
-0.08 0.00 0.00
0.02 -0.04 -0.05
-0.45 0.04 0.09
-0.14 -0.10 -0.05
-0.07 -0.08 -0.05
-0.06 -0.09 -0.11
0.25 0.11 0.04
-1.60 6.03 -4.23

Number 1: DFT total energy -224311.656 eV. Number 2: DFT total energy -8319.598 eV. Number 3: DFT total energy -7359.485 eV. Number 4: DFT total energy -225648.298 eV.